No. 1
Formula: CBrNO3
Source: OMol25
Level of theory: ωB97M-V/def2-TZVPD

Computed properties:
2S+1: 1
HOMO (spin up / spin down), eV: -10.22 / -9.45
Frontier orbital gap (spin up / spin down), Eh: 0.3406 / 0.2644
ΔE to the lowest compared entry with this formula, charge and spin, kcal per mole: 25.6
LUMO (spin up / spin down), eV: -0.956 / -2.258

```
6
CBrNO3 | OMol25 | ωB97M-V/def2-TZVPD
C 0.2987 1.0721 -0.9682
N -0.6417 -0.6608 1.4417
O 0.3239 1.1868 -2.0897
O -0.0472 -1.5218 1.0995
O 0.3026 0.9792 0.1517
Br -0.4438 -2.2765 -1.0866
```

No. 2
Formula: CCaO3
Source: OMol25
Level of theory: ωB97M-V/def2-TZVPD

Computed properties:
2S+1: 1
HOMO, eV: -21.49
Frontier orbital gap, Eh: 0.3702
Net charge: +2
ΔE to the lowest compared entry with this formula, charge and spin, kcal per mole: 0.0
LUMO, eV: -11.413

```
5
CCaO3 | OMol25 | ωB97M-V/def2-TZVPD
O 0.4435 -0.0455 0.4567
Ca 2.5717 0.3158 -0.1423
C -0.8602 0.0690 0.0527
O -1.7322 0.7986 -0.1689
O -0.4228 -1.1378 -0.1982
```

No. 3
Formula: CCl2FO2S
Source: OMol25
Level of theory: ωB97M-V/def2-TZVPD

Computed properties:
2S+1: 1
HOMO, eV: -4.00
Frontier orbital gap, Eh: 0.2699
Net charge: -1
ΔE to the lowest compared entry with this formula, charge and spin, kcal per mole: 15.5
LUMO, eV: 3.339

```
7
CCl2FO2S | OMol25 | ωB97M-V/def2-TZVPD
C 0.7231 0.4202 -0.5237
O -0.7835 -1.4332 1.0067
O -1.9924 0.7423 0.7104
F 1.5812 -0.4750 -0.1097
S -0.7747 0.0728 1.0446
Cl 1.5383 1.8548 -0.9522
Cl -0.0903 -0.4973 -2.1646
```

No. 4
Formula: CCl2N2O2
Source: OMol25
Level of theory: ωB97M-V/def2-TZVPD

Computed properties:
2S+1: 1
HOMO, eV: -11.68
Frontier orbital gap, Eh: 0.4313
ΔE to the lowest compared entry with this formula, charge and spin, kcal per mole: 2.2
SMILES: N#[N+][O-].O=C(Cl)Cl
LUMO, eV: 0.059

```
7
CCl2N2O2 | OMol25 | ωB97M-V/def2-TZVPD
N 0.8573 -1.7446 0.5738
N 1.7620 -1.1470 0.6781
O 2.7860 -0.5775 0.7640
O 0.0198 0.7448 -0.7355
C -1.1776 0.8655 -0.5471
Cl -2.3466 1.3628 -1.7612
Cl -1.9009 0.4960 1.0279
```

No. 5
Formula: CCl2O4P2
Source: OMol25
Level of theory: ωB97M-V/def2-TZVPD

Computed properties:
2S+1: 3
HOMO (spin up / spin down), eV: -7.63 / -10.59
Frontier orbital gap (spin up / spin down), Eh: 0.2581 / 0.2140
LUMO (spin up / spin down), eV: -0.605 / -4.768
Expectation value of S²: 2.009

```
9
CCl2O4P2 | OMol25 | ωB97M-V/def2-TZVPD
C -0.2370 -0.3752 -0.8029
O 0.0518 -0.8111 2.9118
O 0.9675 2.8375 -0.7335
O 0.2502 -0.1155 0.6055
O -0.4570 0.7565 -1.3910
P 0.1887 -1.4364 1.5753
P -0.0997 2.1206 -0.1297
Cl 0.9079 -1.2842 -1.6927
Cl -1.5725 -1.6922 -0.3427
```

No. 6
Formula: CCl3NO2
Source: OMol25
Level of theory: ωB97M-V/def2-TZVPD

Computed properties:
2S+1: 1
HOMO (spin up / spin down), eV: -9.77 / -9.77
Frontier orbital gap (spin up / spin down), Eh: 0.3315 / 0.3316
ΔE to the lowest compared entry with this formula, charge and spin, kcal per mole: 24.9
LUMO (spin up / spin down), eV: -0.750 / -0.750

```
7
CCl3NO2 | OMol25 | ωB97M-V/def2-TZVPD
C 0.8648 -0.0276 0.0450
N -1.2316 0.0754 -0.1012
O -1.6497 0.1353 -1.1858
O -1.6908 0.0887 1.0039
Cl 1.2185 -1.7420 0.2575
Cl 1.3333 0.6314 -1.5317
Cl 1.1555 0.8388 1.5123
```

No. 7
Formula: CCl3O3S
Source: OMol25
Level of theory: ωB97M-V/def2-TZVPD

Computed properties:
2S+1: 1
HOMO (spin up / spin down), eV: -4.43 / -4.42
Frontier orbital gap (spin up / spin down), Eh: 0.2732 / 0.2732
Net charge: -1
ΔE to the lowest compared entry with this formula, charge and spin, kcal per mole: 39.0
LUMO (spin up / spin down), eV: 3.010 / 3.009

```
8
CCl3O3S | OMol25 | ωB97M-V/def2-TZVPD
C 1.2789 0.0000 -0.0417
O -1.9065 -1.3456 -0.5868
O -1.8650 1.1483 -0.7222
O -1.4993 0.0703 1.4335
S -1.4386 -0.0756 0.0033
Cl 1.8248 -0.5242 -1.5570
Cl 1.8251 1.7197 0.2703
Cl 1.7804 -0.9928 1.2005
```

No. 8
Formula: CCl4
Source: OMol25
Level of theory: ωB97M-V/def2-TZVPD

Computed properties:
2S+1: 1
HOMO, eV: -11.17
Frontier orbital gap, Eh: 0.3969
ΔE to the lowest compared entry with this formula, charge and spin, kcal per mole: 10.7
LUMO, eV: -0.373

```
5
CCl4 | OMol25 | ωB97M-V/def2-TZVPD
Cl 1.5324 -0.8871 1.1324
Cl 0.2798 1.6516 1.7697
Cl -1.2185 0.0941 0.0869
Cl 1.5144 1.3279 -0.8424
C 0.5379 0.4595 0.4992
```

No. 9
Formula: CCl4
Source: OMol25
Level of theory: ωB97M-V/def2-TZVPD

Computed properties:
2S+1: 1
HOMO, eV: -11.05
Frontier orbital gap, Eh: 0.4128
ΔE to the lowest compared entry with this formula, charge and spin, kcal per mole: 14.6
LUMO, eV: 0.186

```
5
CCl4 | OMol25 | ωB97M-V/def2-TZVPD
C 0.0081 0.0525 -0.0939
Cl -0.0703 -1.3114 1.1398
Cl -1.7517 0.3151 -0.3845
Cl 0.6139 1.4331 0.5739
Cl 1.1999 -0.4893 -1.2353
```

No. 10
Formula: CCl4NOP
Source: OMol25
Level of theory: ωB97M-V/def2-TZVPD

Computed properties:
2S+1: 3
HOMO (spin up / spin down), eV: -6.52 / -11.03
Frontier orbital gap (spin up / spin down), Eh: 0.2440 / 0.2281
ΔE to the lowest compared entry with this formula, charge and spin, kcal per mole: 0.0
LUMO (spin up / spin down), eV: 0.117 / -4.824
Expectation value of S²: 2.019

```
8
CCl4NOP | OMol25 | ωB97M-V/def2-TZVPD
C -1.4166 -0.1270 0.2247
N -0.3080 -0.6921 0.3759
O 1.0722 0.0768 -1.7997
P 1.1213 -0.0281 -0.2005
Cl -2.8537 -0.9734 0.4835
Cl -1.5929 1.5112 -0.2356
Cl 2.4117 -1.3839 0.3520
Cl 1.5659 1.6165 0.7997
```

| no. | total energy (Ha) |
| --- | --- |
| 1 | -2892.50922 |
| 2 | -940.62029 |
| 3 | -1607.04878 |
| 4 | -1218.42506 |
| 5 | -1942.03846 |
| 6 | -1623.76132 |
| 7 | -2042.60364 |
| 8 | -1878.84030 |
| 9 | -1878.83402 |
| 10 | -2350.12746 |